# 1
Density functional theory data (ωB97M-V with the def2-TZVPD basis set) for the ion C4H7N2O3 with charge -1 at a distorted geometry.

Properties
* SMILES: O=CN([O-])CC/C=N/O
* highest occupied orbital energy (alpha / beta): -2.18 / -2.17 eV
* Kohn-Sham gap (alpha / beta): 6.20 / 6.19 eV
* energy above the lowest of the compared OMol25 structures with the same formula, charge and spin: 318.5 kJ/mol

The geometry in ORCA input format:
```
! wB97M-V def2-TZVPD RIJCOSX def2/J DEFGRID3
* xyz -1 1
C -0.9624 0.5588 0.6499
C 0.0441 1.2273 -0.1685
C 0.6599 0.0846 -1.0476
C 0.7732 -1.5636 0.6399
N 1.4435 -0.6886 -0.1226
N -0.5205 -0.1427 1.6295
O 2.5670 -0.2694 0.3095
O -1.3122 -1.1507 2.1625
O -0.1346 -2.3149 0.2080
H -1.9357 0.3103 0.3908
H -0.4792 2.1366 -0.5180
H 0.8959 1.7232 0.4421
H -0.1460 -0.3512 -1.5064
H 1.3799 0.3572 -1.9250
H 1.3961 -1.8082 1.5156
H -1.3541 -2.0436 1.5745
*
```

# 2
Density functional theory data (ωB97M-V with the def2-TZVPD basis set) for a structure of composition C4H7N2OS at a distorted geometry.

Properties
* highest occupied orbital energy: -12.66 eV
* Kohn-Sham gap: 7.59 eV
* energy above the lowest of the compared OMol25 structures with the same formula, charge and spin: 186.3 kJ/mol

The geometry in ORCA input format:
```
! wB97M-V def2-TZVPD RIJCOSX def2/J DEFGRID3
* xyz 1 1
C -0.4988 -1.1652 0.5217
C 0.7916 -1.3941 0.7810
C 1.4466 0.8395 0.0538
C -0.8514 0.2031 0.0622
N 1.7304 -0.3677 0.5349
N 0.1696 1.2322 0.0513
O -2.0594 0.6361 0.5073
S -1.1405 0.0677 -2.2699
H -1.4047 -1.7120 0.8143
H 1.2188 -2.3292 0.9626
H 2.2351 1.5897 -0.2892
H 2.6952 -0.5764 0.8422
H -0.0149 2.0272 -0.6036
H -2.5516 -0.2192 0.5927
H -1.7657 1.1684 -2.5611
*
```

# 3
Density functional theory data (ωB97M-V with the def2-TZVPD basis set) for the ion C4H7N2S with charge +1 at a distorted geometry.

Properties
* SMILES: CS[n+]1ccc[nH]1
* highest occupied orbital energy: -14.17 eV
* Kohn-Sham gap: 9.67 eV
* energy above the lowest of the compared OMol25 structures with the same formula, charge and spin: 290.0 kJ/mol

The geometry in ORCA input format:
```
! wB97M-V def2-TZVPD RIJCOSX def2/J DEFGRID3
* xyz 1 1
C 1.5915 -1.3227 -0.5148
C 0.4723 -1.6927 -1.2520
C 1.2750 -0.0650 -0.0763
C -1.4196 1.6211 1.5561
N -0.5428 -0.8662 -1.2478
N 0.1571 0.5253 -0.4541
S -0.7013 1.8617 -0.0929
H 2.5581 -1.7785 -0.4825
H 0.4713 -2.6809 -1.8530
H 2.0229 0.4756 0.4731
H -2.1708 0.8396 1.4638
H -1.6810 2.6347 2.0332
H -0.5886 1.3621 2.1548
H -1.4442 -0.9141 -1.7075
*
```

# 4
Density functional theory data (ωB97M-V with the def2-TZVPD basis set) for the ion C4H7N2S with charge +1 at a distorted geometry.

Properties
* highest occupied orbital energy (alpha / beta): -12.14 / -13.57 eV
* Kohn-Sham gap (alpha / beta): 6.06 / 7.55 eV
* energy above the lowest of the compared OMol25 structures with the same formula, charge and spin: 585.1 kJ/mol

The geometry in ORCA input format:
```
! wB97M-V def2-TZVPD RIJCOSX def2/J DEFGRID3
* xyz 1 1
C 1.4519 -0.6409 -1.4726
C 0.9218 -1.4255 -0.4928
C 0.9313 1.5696 -0.7835
C -1.4397 -0.0173 2.1454
N 1.3391 0.7328 -1.6370
N -0.0196 -0.9644 0.2949
S -0.4879 -1.4581 1.7148
H 2.0311 -1.2072 -2.1975
H 1.2265 -2.5342 -0.3906
H 0.7438 2.6975 -0.8241
H -2.3474 0.0644 2.6680
H -1.7947 0.4737 1.1390
H -0.6080 0.5986 2.4474
H 1.7863 1.1388 -2.4224
*
```

# 5
Density functional theory data (ωB97M-V with the def2-TZVPD basis set) for a cluster of 2 separate species, C4H7N2S in total at a distorted geometry.

Properties
* <S²>: 2.03
* highest occupied orbital energy (alpha / beta): -13.14 / -13.81 eV
* Kohn-Sham gap (alpha / beta): 7.05 / 6.75 eV
* energy above the lowest of the compared OMol25 structures with the same formula, charge and spin: 329.0 kJ/mol

The geometry in ORCA input format:
```
! wB97M-V def2-TZVPD RIJCOSX def2/J DEFGRID3
* xyz 1 3
C -3.2179 1.3074 0.0660
C -0.5389 -0.0376 0.1422
C 1.8930 -0.0557 -0.0663
C 1.9837 -1.5285 -0.0702
N -2.0659 1.6314 -0.1576
N 0.5796 0.5214 -0.0199
S 3.1287 0.9853 -0.1363
H -3.9712 2.0907 -0.0689
H -3.6408 0.3570 0.3839
H -0.7617 -1.0800 0.2898
H 1.5666 -1.9597 0.8409
H 1.4375 -1.9449 -0.9198
H 3.0258 -1.8295 -0.1444
H 0.5816 1.5425 -0.1393
*
```

# 6
Density functional theory data (ωB97M-V with the def2-TZVPD basis set) for a cluster of 2 separate species, C4H7N3 in total at a distorted geometry.

Properties
* highest occupied orbital energy: -8.82 eV
* Kohn-Sham gap: 9.30 eV
* energy above the lowest of the compared OMol25 structures with the same formula, charge and spin: 598.8 kJ/mol

The geometry in ORCA input format:
```
! wB97M-V def2-TZVPD RIJCOSX def2/J DEFGRID3
* xyz 0 1
C -1.1818 -1.5310 0.5051
C 1.0819 -0.0616 0.3274
C 1.3556 1.1157 -0.5617
N -0.5613 -0.6276 1.3791
N -0.8189 -0.3152 -0.2130
C -1.7236 0.6451 -0.4354
N -2.4275 1.5239 -0.7008
H -0.6696 -2.4259 0.1379
H -2.2643 -1.6473 0.6043
H 1.3946 -1.0256 -0.0593
H 1.4561 0.0938 1.3311
H 2.4333 1.3121 -0.5084
H 0.8428 2.0111 -0.2082
H 1.0827 0.9325 -1.5981
*
```

# 7
Density functional theory data (ωB97M-V with the def2-TZVPD basis set) for an isolated molecule of C4H7N3 at a distorted geometry.

Properties
* SMILES: [H]/N=c1\cc[nH]n1C
* highest occupied orbital energy: -7.80 eV
* Kohn-Sham gap: 8.77 eV
* energy above the lowest of the compared OMol25 structures with the same formula, charge and spin: 213.3 kJ/mol

The geometry in ORCA input format:
```
! wB97M-V def2-TZVPD RIJCOSX def2/J DEFGRID3
* xyz 0 1
C 1.1824 1.5344 -0.0473
N 1.6114 -0.8022 -0.4898
C 0.3538 -0.6873 -0.2598
N -0.0774 0.6193 -0.1459
N -1.3686 0.5735 0.5091
C -1.7809 -0.7660 0.4495
C -0.7819 -1.5653 0.0348
H 1.8719 1.2666 0.7757
H 1.8322 1.4179 -0.9404
H 0.8605 2.5616 0.0077
H 1.9036 -1.6844 -0.8557
H -2.0655 1.2329 0.1665
H -2.7904 -1.0536 0.7597
H -0.7512 -2.6473 0.0359
*
```

# 8
Density functional theory data (ωB97M-V with the def2-TZVPD basis set) for an isolated molecule of C4H7N3.

Properties
* SMILES: CNc1cc[nH]n1
* highest occupied orbital energy: -7.79 eV
* Kohn-Sham gap: 8.91 eV
* energy above the lowest of the compared OMol25 structures with the same formula, charge and spin: 56.5 kJ/mol

The geometry in ORCA input format:
```
! wB97M-V def2-TZVPD RIJCOSX def2/J DEFGRID3
* xyz 0 1
C -0.2393 -1.6979 1.3233
N -0.0300 -1.4750 -0.0821
C 0.1298 -0.1779 -0.5095
N 0.1419 0.1728 -1.7912
N 0.1254 1.5314 -1.7477
C 0.1122 2.0234 -0.4949
C 0.1573 0.9471 0.3525
H -0.9241 -0.9168 1.6708
H -0.7210 -2.6653 1.4864
H 0.6765 -1.6273 1.9338
H 0.2394 -2.2205 -0.6998
H 0.0893 2.0766 -2.5931
H 0.0168 3.0776 -0.2755
H 0.2259 0.9517 1.4270
*
```

# 9
Density functional theory data (ωB97M-V with the def2-TZVPD basis set) for an isolated molecule of C4H7N3 at a distorted geometry.

Properties
* SMILES: C/C=N/NCC#N
* highest occupied orbital energy: -8.77 eV
* Kohn-Sham gap: 9.47 eV
* energy above the lowest of the compared OMol25 structures with the same formula, charge and spin: 260.4 kJ/mol

The geometry in ORCA input format:
```
! wB97M-V def2-TZVPD RIJCOSX def2/J DEFGRID3
* xyz 0 1
C -0.9599 -1.5942 0.4614
C 1.0839 1.9170 -0.3233
N -1.5108 -0.5920 -0.4036
C 0.2259 0.7675 0.1072
N -0.8878 0.5792 -0.5547
C 0.6007 -1.5244 0.2522
N 1.6469 -1.9679 0.0547
H -1.8983 -0.9191 -1.2791
H -1.0820 -1.2980 1.5056
H -1.4015 -2.5669 0.2542
H 0.3027 0.5620 1.1820
H 2.1295 1.7050 -0.1138
H 0.9457 2.1193 -1.3813
H 0.8049 2.8125 0.2382
*
```

# 10
Density functional theory data (ωB97M-V with the def2-TZVPD basis set) for an isolated molecule of C4H7N3.

Properties
* highest occupied orbital energy: -7.63 eV
* Kohn-Sham gap: 8.36 eV
* energy above the lowest of the compared OMol25 structures with the same formula, charge and spin: 351.4 kJ/mol

The geometry in ORCA input format:
```
! wB97M-V def2-TZVPD RIJCOSX def2/J DEFGRID3
* xyz 0 1
C 2.3012 0.5483 0.3190
N 1.2952 0.2519 -0.7020
C -0.0898 0.0214 -0.3858
N 0.0852 1.2166 -0.8461
N -2.6990 0.5227 -0.0734
C -2.2586 -0.6330 0.2673
C -0.8600 -0.9629 0.1227
H 1.7744 0.9216 1.1971
H 2.8700 -0.3499 0.5841
H 2.9789 1.3197 -0.0550
H 1.6438 -0.0957 -1.5917
H -3.7011 0.5906 0.0918
H -2.8941 -1.4279 0.6801
H -0.4462 -1.9235 0.3920
*
```

# 11
Density functional theory data (ωB97M-V with the def2-TZVPD basis set) for a structure of composition C4H7N3 at a distorted geometry.

Properties
* highest occupied orbital energy (alpha / beta): -6.80 / -6.80 eV
* Kohn-Sham gap (alpha / beta): 7.35 / 7.35 eV
* energy above the lowest of the compared OMol25 structures with the same formula, charge and spin: 423.1 kJ/mol

The geometry in ORCA input format:
```
! wB97M-V def2-TZVPD RIJCOSX def2/J DEFGRID3
* xyz 0 1
C -1.6813 0.8634 0.0724
N 1.9712 0.7156 0.4764
C 0.3303 -0.8570 0.0539
C -0.2868 0.3624 -0.0601
N -0.1406 -2.1009 0.2827
C 0.9482 1.0687 -0.3508
N 1.7105 -0.6902 -0.1769
H 2.8788 1.0063 0.1105
H 0.5026 -2.8698 0.1824
H -1.1308 -2.2800 0.2648
H 1.0919 1.7959 -1.1525
H -1.9459 1.5253 -0.7594
H -2.3962 0.0363 0.0568
H -1.8519 1.4238 0.9997
*
```

# 12
Density functional theory data (ωB97M-V with the def2-TZVPD basis set) for an isolated molecule of C4H7N3.

Properties
* SMILES: Nc1c[nH]c(N)c1
* highest occupied orbital energy: -7.19 eV
* Kohn-Sham gap: 8.25 eV
* energy above the lowest of the compared OMol25 structures with the same formula, charge and spin: 5.0 kJ/mol

The geometry in ORCA input format:
```
! wB97M-V def2-TZVPD RIJCOSX def2/J DEFGRID3
* xyz 0 1
N -2.4577 -0.4357 -0.2270
C -1.1151 -0.0874 0.0145
C -0.0040 -0.8828 0.1483
C 1.1368 -0.0239 0.1225
N 2.4687 -0.4809 0.2156
C 0.6812 1.2655 0.0297
N -0.7099 1.2140 -0.0136
H -2.5188 -1.4318 -0.3985
H -3.0847 -0.1950 0.5327
H -0.0031 -1.9577 0.2823
H 3.1234 0.1844 -0.1768
H 2.5764 -1.3564 -0.2839
H 1.2115 2.2078 0.0370
H -1.3047 1.9799 -0.2828
*
```

| no. | E_tot (eV) |
| --- | --- |
| 1 | -13379.693 |
| 2 | -20115.556 |
| 3 | -18067.386 |
| 4 | -18064.328 |
| 5 | -18063.777 |
| 6 | -8725.474 |
| 7 | -8729.469 |
| 8 | -8731.094 |
| 9 | -8728.981 |
| 10 | -8728.038 |
| 11 | -8727.294 |
| 12 | -8731.627 |